The following is a DFT calculation (wB97M-V/def2-TZVPD) of a structure of composition C22H33AuF2NO2SSi2 in a non-equilibrium geometry.

Properties
Multiplicity: 3
<S²>: 2.02
Energy above the lowest of the compared OMol25 structures with the same formula, charge and spin: 2.597 eV
Molecular weight: 666.7 Da
Total charge: -1
LUMO (alpha / beta): 2.32 / 2.32 eV
Largest force on an atom: 1.8 eV/Å

Geometry as XYZ:
```
64
Properties=species:S:1:pos:R:3:forces:R:3
H -0.743078 -0.909944 3.930018 0.02 -0.02 0.09
C 2.412572 -2.082414 3.427535 0.01 0.01 -0.12
H -2.518054 2.283949 -3.056895 0.05 -0.07 0.05
C -3.264286 0.506400 3.943731 -0.09 -0.21 -0.10
C 2.359572 -1.439559 -4.034479 -0.10 -0.01 0.05
C 1.573609 4.254665 1.583544 -0.18 -0.26 -0.11
C 1.141872 3.237851 0.745406 0.19 0.08 -0.15
H 0.849244 1.253476 -2.498164 0.04 0.14 -0.02
H 0.932541 -2.429612 4.958525 -0.02 -0.01 0.01
Si -1.080907 0.302146 -3.700674 0.35 -0.01 -0.39
C -1.548254 1.475384 2.456150 -0.69 -0.56 0.17
H 0.312380 0.912046 -5.674541 0.01 -0.02 -0.03
H -2.681201 -1.090982 -2.416464 -0.03 0.01 0.02
H 2.364929 4.928171 1.288371 0.02 0.02 0.00
F -2.074328 2.339969 4.644087 -0.08 -0.12 -0.07
Si 1.401196 -1.123806 -2.403336 0.18 0.11 -0.54
H -0.031144 -3.071607 -2.953116 -0.02 0.00 -0.06
O -2.494187 1.593041 -0.931483 -0.23 0.16 -0.24
H -1.213855 0.209268 -6.233253 -0.03 0.07 0.07
C 2.891770 -0.853129 -1.305885 0.23 0.09 0.35
H 3.571365 -1.708604 -1.374753 0.00 -0.02 0.03
H 1.371005 -3.871922 2.760038 0.03 0.04 0.00
H -1.912325 -2.067896 -3.682199 0.05 -0.04 0.01
C -2.290563 1.428137 3.638392 0.29 0.52 0.24
H 1.596055 3.092541 -0.228523 0.03 -0.02 -0.07
H 1.702978 -0.850085 5.094926 0.02 -0.01 0.01
H 2.902698 -0.529463 -4.307877 0.01 -0.02 -0.04
C -3.539882 -0.444631 2.979824 0.05 0.26 0.11
Au -0.871588 0.366652 -0.352739 -0.03 0.53 -1.69
C 0.252125 -0.978860 3.494602 0.02 -0.12 0.09
C -0.465827 2.461751 2.208665 0.35 0.69 0.29
C 1.667334 -2.891447 2.373628 -0.16 -0.23 0.31
H -3.140082 -1.215015 1.045771 0.01 0.00 -0.02
N 0.177558 2.389140 1.048954 -0.01 -0.24 -0.14
H 1.208684 5.110621 3.516454 0.00 0.00 0.01
H 3.430886 0.013504 -1.704796 0.00 -0.01 0.03
F -4.494847 -1.362543 3.249347 -0.07 -0.11 0.00
H -3.783791 0.548412 4.888725 -0.02 -0.01 0.01
H -2.672463 1.817797 -4.763824 0.03 0.03 0.04
H -0.162081 -2.698936 -1.233680 -0.02 0.03 0.06
H 1.271173 -3.540681 -1.865770 -0.04 0.02 0.01
H 2.181304 -3.021660 1.426027 0.05 0.02 -0.08
C -1.968827 1.925720 -3.929442 -0.28 0.36 0.15
O 0.571348 -1.088112 0.833497 0.55 -0.68 0.66
H 0.537903 0.006421 3.132919 0.07 0.04 -0.05
H 0.082378 -0.832977 -5.676358 0.06 -0.10 -0.02
C 0.530445 -2.758959 -2.072080 0.10 -0.11 0.13
C 0.929979 4.344407 2.802269 0.07 0.21 0.20
H 1.715502 -1.699401 -4.870080 -0.06 -0.03 -0.10
H -1.238937 2.691227 -4.212926 -0.02 0.00 0.00
S 0.142214 -1.977796 1.973227 0.29 0.12 -0.51
C 1.331670 -1.589569 4.384103 -0.06 0.06 -0.03
H -0.580031 3.544802 4.071759 0.07 0.09 0.00
H 2.898735 -1.228718 2.950668 0.02 0.01 0.00
C -1.877131 0.477075 1.506147 0.39 0.09 -0.26
H -3.184573 -0.922957 -4.107875 0.01 -0.02 0.03
H 2.665441 -0.658898 -0.260047 -0.08 0.01 0.06
C -2.875839 -0.461185 1.776403 0.01 0.00 0.04
C 0.279952 0.323314 -2.459880 -0.90 -0.52 1.21
C -2.326359 -1.087015 -3.447778 -0.08 0.10 -0.03
H 3.180573 -2.678264 3.921728 0.01 0.00 0.03
H 3.091880 -2.248530 -3.929724 -0.01 0.05 0.10
C -0.081374 3.461796 3.122564 -0.30 -0.25 0.11
C -0.415055 0.115494 -5.489361 -0.08 -0.14 0.08
```
Positions in Å, forces in eV/Å.